The following is a quantum chemistry calculation of a molecular structure, C44H28N4O4ReSe5, from the Open Molecules 2025 dataset.

The value obtained for the energy above the lowest of the compared OMol25 structures with the same formula, charge and spin is 0.0 kcal/mol. The charge is -2. For the HOMO energy (spin up / spin down), the calculation gives -0.04396 / -0.04043 Eh. Its multiplicity is 2. The frontier orbital gap (spin up / spin down) is 4.47 / 4.26 eV.

Atoms and positions in Å:
Re (0.216682, 0.057148, -0.067432)
C (5.001129, -3.357506, -5.091163)
C (5.409626, -3.325586, -3.764154)
C (4.594525, -2.747296, -2.801639)
C (3.364724, -2.189125, -3.150212)
C (2.963185, -2.223432, -4.483627)
C (3.777442, -2.805349, -5.445657)
C (2.476512, -1.572575, -2.124161)
C (2.890352, -0.375023, -1.529123)
C (4.126332, 0.287980, -1.832871)
C (4.181698, 1.399608, -1.060110)
C (2.985693, 1.446112, -0.282107)
N (2.191783, 0.347696, -0.592367)
C (2.631602, 2.468649, 0.567802)
C (1.442817, 2.562447, 1.301897)
C (1.119155, 3.592467, 2.218992)
C (-0.136637, 3.333977, 2.701120)
C (-0.574569, 2.135248, 2.079732)
C (-1.819377, 1.499661, 2.321722)
C (-2.747560, 2.191112, 3.266305)
C (-3.844314, 2.903605, 2.787930)
C (-4.696087, 3.552685, 3.668975)
C (-4.461628, 3.501852, 5.036295)
C (-3.370062, 2.795396, 5.522545)
C (-2.519752, 2.144195, 4.639579)
C (-2.195073, 0.307858, 1.784002)
N (-1.457578, -0.450545, 0.895226)
C (-2.166450, -1.680474, 0.749881)
C (-1.762980, -2.745795, -0.139686)
C (-2.728853, -3.875418, -0.261901)
C (-2.732013, -4.930806, 0.644683)
C (-3.644685, -5.968318, 0.512385)
C (-4.567840, -5.950769, -0.524223)
C (-4.578103, -4.891960, -1.422161)
C (-3.664055, -3.856467, -1.292620)
C (-0.657651, -2.759390, -0.911140)
C (-0.275630, -3.843062, -1.802833)
C (0.896196, -3.513425, -2.355664)
C (1.287769, -2.210956, -1.830814)
N (0.327716, -1.758159, -0.974522)
C (-3.296601, -1.715553, 1.475789)
C (-3.466531, -0.425765, 2.201377)
N (0.389136, 1.672258, 1.227685)
C (3.588104, 3.604559, 0.700897)
C (3.290460, 4.821806, 0.091134)
C (4.171700, 5.888626, 0.189380)
C (5.357964, 5.753814, 0.899768)
C (5.660217, 4.544225, 1.508791)
C (4.778990, 3.475664, 1.408327)
H (5.634390, -3.811082, -5.845034)
H (6.361755, -3.756440, -3.476474)
H (4.905753, -2.720176, -1.763620)
H (2.002752, -1.787518, -4.743923)
H (3.451871, -2.822670, -6.479146)
H (4.845157, -0.041310, -2.563658)
H (4.960250, 2.146233, -1.049150)
H (1.762078, 4.419858, 2.475777)
H (-0.708422, 3.916189, 3.404587)
H (-4.035882, 2.928536, 1.722590)
H (-5.556181, 4.082340, 3.279330)
H (-5.133026, 4.005405, 5.722341)
H (-3.182458, 2.747719, 6.589194)
H (-1.663603, 1.591898, 5.011188)
H (-2.011333, -4.933551, 1.454359)
H (-3.637132, -6.788249, 1.220964)
H (-5.285957, -6.756091, -0.625454)
H (-5.309507, -4.860165, -2.220003)
H (-3.678732, -3.011386, -1.970786)
H (-0.858610, -4.734797, -1.965703)
H (1.470156, -4.079946, -3.070426)
H (-4.043124, -2.491400, 1.452168)
H (-3.478924, -0.555171, 3.288332)
H (2.369697, 4.908807, -0.473600)
H (3.932498, 6.826644, -0.297010)
H (6.046045, 6.587655, 0.973973)
H (6.583365, 4.430483, 2.064586)
H (5.007297, 2.527580, 1.880935)
Se (-2.056764, -0.246839, -3.038568)
Se (-0.597557, -0.796879, -4.647435)
Se (0.770633, 2.337831, -3.050676)
Se (-0.872931, 1.533574, -1.702917)
O (-4.700520, 0.230350, 1.935840)
Se (-5.187951, 0.428309, 0.210865)
O (-5.725364, -1.026113, -0.224407)
O (-3.826414, 0.889374, -0.513786)
O (-6.310782, 1.565106, 0.372713)

Forces on atoms 1 to 3 (eV/Å):
-0.21 -0.12 -0.06
0.01 0.00 -0.01
0.01 0.00 0.01



The following is a quantum chemistry calculation of 3 unconnected molecules or ions with the total composition CH7O3 at a distorted geometry, from the Open Molecules 2025 dataset.

The value obtained for the energy above the lowest of the compared OMol25 structures with the same formula, charge and spin is 11.3 kcal/mol. The charge is -1. For the HOMO energy, the calculation gives -0.13175 Eh. Its multiplicity is 1. The frontier orbital gap is 8.04 eV.

Atoms and positions in Å:
C (0.792749, -1.201006, 0.543302)
O (0.625510, 0.088602, 0.241496)
H (0.561560, -1.502006, 1.651245)
H (0.137783, -1.740456, -0.124378)
H (1.850619, -1.618910, 0.374191)
H (-0.420193, 0.763266, 1.040956)
H (-1.780046, 1.481743, 0.600345)
O (-1.375721, 1.093621, 1.453304)
H (-0.906167, 1.055571, -2.102252)
H (0.481470, 0.614218, -1.443374)
O (0.032434, 0.965357, -2.234835)

Forces on atoms 1 to 3 (eV/Å):
0.72 -1.15 1.10
0.61 1.94 0.21
0.09 0.39 -1.37



The following is a quantum chemistry calculation of 16 unconnected molecules or ions with the total composition C3H37O16 at a distorted geometry, from the Open Molecules 2025 dataset.

The value obtained for the energy above the lowest of the compared OMol25 structures with the same formula, charge and spin is 71.6 kcal/mol. The charge is -1. For the HOMO energy, the calculation gives -0.20708 Eh. Its multiplicity is 1. The frontier orbital gap is 8.00 eV.

Atoms and positions in Å:
C (0.179086, -1.769866, -1.615292)
C (0.565052, -1.473639, -0.259708)
C (1.176227, -0.059590, -0.041623)
O (-0.733616, -1.515431, 0.370362)
H (-0.218367, -2.798804, -1.807363)
H (1.015390, -1.629549, -2.293162)
H (-0.532848, -1.019119, -1.858333)
H (1.223394, -2.192728, 0.049072)
H (2.130339, -0.069314, -0.624547)
H (1.367068, 0.284903, 0.991243)
H (0.589742, 0.744122, -0.461357)
O (-1.601622, 1.018332, 1.254860)
H (-1.855131, 0.669899, 2.132061)
H (-0.857476, 0.425432, 0.992284)
O (-0.720959, -4.335941, 0.184042)
H (-0.370150, -4.599093, -0.626411)
H (-0.571497, -3.387435, 0.204219)
O (-0.113936, 3.383702, -0.140469)
H (0.116124, 3.056048, 0.728820)
H (0.592428, 3.305811, -0.749944)
O (0.880878, -1.749611, 3.375122)
H (1.030389, -1.377677, 2.528139)
H (0.472546, -2.544945, 3.202334)
O (2.343229, 2.626781, -1.649982)
H (2.318190, 3.363523, -2.199207)
H (1.818319, 2.009033, -2.116715)
O (-1.763324, 1.271657, -1.591934)
H (-1.071882, 1.388406, -0.941666)
H (-2.211714, 0.580615, -1.050909)
O (0.506091, 1.365742, -3.448439)
H (-0.254595, 1.226691, -2.829036)
H (0.110092, 1.744887, -4.210687)
O (-3.149509, -1.108816, -0.530687)
H (-3.507919, -1.952166, -0.660646)
H (-2.295647, -1.352710, -0.207048)
O (0.811395, 2.478810, 2.177019)
H (1.355516, 2.979363, 2.798268)
H (1.472913, 2.155897, 1.588040)
O (-0.339105, 0.691365, 3.827945)
H (0.554158, 0.992053, 3.588682)
H (-0.274483, -0.209705, 3.588014)
O (-0.924974, -0.832532, -4.891016)
H (-1.389518, -1.051681, -4.102753)
H (-0.127493, -0.929343, -4.405920)
O (2.571352, 0.803706, 4.157430)
H (2.545434, 0.205210, 4.913572)
H (2.965456, 0.288264, 3.486852)
O (-2.243232, -2.170625, 2.404584)
H (-3.145242, -1.936974, 2.069079)
H (-1.685189, -1.989617, 1.621620)
O (-2.916984, -1.595543, -3.165491)
H (-2.691111, -1.227712, -2.276882)
H (-3.162749, -0.743317, -3.626689)
O (3.350038, 2.522816, 0.903515)
H (3.566541, 3.354309, 1.243309)
H (3.102887, 2.686105, 0.003430)

Forces on atoms 1 to 3 (eV/Å):
0.96 -0.67 -3.11
-3.83 2.90 1.87
1.41 -0.80 -1.02



The following is a quantum chemistry calculation of a molecular structure, C40H37N5O2OsPS at a distorted geometry, from the Open Molecules 2025 dataset.

The charge is +3. For the HOMO energy (spin up / spin down), the calculation gives -0.59476 / -0.59476 Eh. Its multiplicity is 1. The frontier orbital gap (spin up / spin down) is 5.45 / 5.45 eV.

Atoms and positions in Å:
Os (-0.306221, -0.887074, -1.054670)
C (2.027961, 0.874935, -3.385477)
C (1.884052, -0.632999, -3.531979)
C (0.468502, -1.053728, -3.921259)
C (2.337854, -1.412050, -2.301926)
C (3.804250, -1.250026, -1.907327)
O (3.755930, -0.869575, -0.504142)
C (2.533127, -0.808885, -0.076213)
N (1.629022, -1.023725, -1.031598)
C (2.359874, -0.580131, 1.343479)
C (3.536955, -0.371916, 2.078091)
C (3.504950, -0.283216, 3.457242)
C (2.303648, -0.452507, 4.125272)
C (1.132223, -0.663564, 3.406427)
C (1.134397, -0.687029, 2.017513)
P (-0.467317, -0.980957, 1.223153)
C (-1.712225, 0.161175, 1.840508)
C (-1.501597, 1.082135, 2.864295)
C (-2.560940, 1.850259, 3.325686)
C (-3.820436, 1.725201, 2.756960)
C (-4.028356, 0.832766, 1.711242)
C (-2.980849, 0.050969, 1.255596)
C (-0.888307, -2.633674, 1.812582)
C (-2.134966, -2.937438, 2.353153)
C (-2.378838, -4.212718, 2.850057)
C (-1.379816, -5.172619, 2.828583)
C (-0.126040, -4.868558, 2.301798)
C (0.116736, -3.609685, 1.785037)
H (1.787961, 1.369648, -4.326483)
H (3.041471, 1.175887, -3.114377)
H (1.341392, 1.264162, -2.631782)
H (2.535088, -0.978043, -4.341803)
H (-0.308347, -0.715632, -3.198940)
H (0.368433, -2.132147, -4.039637)
H (0.152252, -0.577413, -4.849937)
H (2.112396, -2.467064, -2.473145)
H (4.338208, -0.472016, -2.447179)
H (4.365673, -2.178945, -1.952577)
H (4.485704, -0.299981, 1.566367)
H (4.422051, -0.119757, 4.006802)
H (2.272247, -0.436019, 5.207002)
H (0.208410, -0.834012, 3.944772)
H (-0.522314, 1.219974, 3.301055)
H (-2.399330, 2.550532, 4.134775)
H (-4.643289, 2.321966, 3.127720)
H (-5.008087, 0.735402, 1.263033)
H (-3.160475, -0.651953, 0.449467)
H (-2.914787, -2.189914, 2.410132)
H (-3.347632, -4.444948, 3.271195)
H (-1.568821, -6.157083, 3.235719)
H (0.661292, -5.611353, 2.312631)
H (1.102917, -3.376802, 1.396205)
N (-0.872073, 0.899412, -1.212731)
S (-1.070597, 2.531267, -0.659105)
C (0.073310, 2.886814, 0.618550)
C (-0.396381, 3.815569, 1.541184)
C (0.466657, 4.264182, 2.529698)
C (1.760248, 3.766000, 2.595289)
C (2.210523, 2.830902, 1.666192)
C (1.371253, 2.394115, 0.656009)
C (-0.506577, 3.395674, -2.091972)
C (-1.487976, 3.553733, -3.072658)
C (-1.162998, 4.230947, -4.236306)
C (0.111897, 4.761072, -4.391235)
C (1.069275, 4.619526, -3.390476)
C (0.771598, 3.928890, -2.228823)
H (-1.294023, 0.999114, -2.143048)
H (-1.414011, 4.182776, 1.486758)
H (0.126839, 4.999526, 3.246339)
H (2.431782, 4.119067, 3.366911)
H (3.228877, 2.469604, 1.717679)
H (1.719935, 1.709728, -0.105637)
H (-2.493881, 3.176208, -2.921304)
H (-1.911308, 4.370132, -5.004342)
H (0.356296, 5.311631, -5.290038)
H (2.047027, 5.066122, -3.510572)
H (1.505132, 3.849614, -1.438783)
N (-1.438025, -4.919007, -0.810057)
C (-1.683198, -3.648525, -1.080105)
O (-0.663168, -2.828426, -1.130128)
C (-2.955332, -3.131534, -1.324302)
C (-2.915976, -1.812641, -1.769607)
N (-2.646068, -0.744883, -2.143521)
C (-4.134740, -3.889956, -1.105440)
N (-5.065735, -4.519417, -0.861994)
H (-0.513276, -5.224749, -0.556924)
H (-2.191294, -5.592360, -0.818562)

Forces on atoms 1 to 3 (eV/Å):
-1.59 0.08 -0.18
-0.01 0.02 -0.02
-0.06 -0.09 -0.04